This record from the Open Molecules 2025 dataset describes a 4-piece molecular cluster, C2H11NO3 overall. The level of theory is the ωB97M-V functional and the def2-TZVPD basis.

Results
ΔE to the lowest compared entry with this formula, charge and spin = 31.2 kcal/mol
gap between HOMO and LUMO = 0.3883 hartree
structure (SMILES) = C=NC.O.O.O
E_HOMO = -10.15 eV
2S+1 = 1
E_tot = -9883.8480 eV

Structure (XYZ):
```
17
Properties=species:S:1:pos:R:3:forces:R:3
H -1.0668 2.9577 -0.8486 0.4 0.3 0.4
H 0.9204 -2.9790 -0.9662 -0.1 -0.1 -0.2
N 0.2277 0.8379 1.1272 -0.4 0.0 -0.5
C 1.0774 -0.0357 0.8172 0.3 0.5 0.8
H 1.6005 0.0881 -0.1204 0.2 -0.2 -0.2
O -1.4458 -2.0340 -2.6887 0.2 0.0 -0.3
H -1.4930 0.2577 2.0085 -0.2 -0.6 0.3
O 1.8358 -3.1686 -1.2052 -0.1 0.3 0.2
C -0.5568 0.6880 2.3377 0.1 1.0 -0.4
O -0.8731 3.8927 -0.6929 -0.2 0.1 -0.2
H -0.1998 3.9521 -0.0053 -0.1 -0.4 -0.1
H -0.8622 1.6785 2.6820 0.3 0.0 0.1
H 1.4085 -0.8045 1.5259 -0.2 -0.3 -0.2
H -1.0917 -2.0223 -3.5927 -0.2 0.0 0.4
H -0.0397 0.1653 3.1383 -0.2 -0.4 0.1
H -1.7307 -1.1301 -2.5190 0.0 0.0 -0.1
H 2.2893 -2.3439 -0.9980 0.1 -0.1 -0.1
```
Forces are in eV/Å.